1.
Below is a single C15H18O5 molecule at a distorted geometry, with properties calculated with ωB97M-V/def2-TZVPD.

As for the gap between HOMO and LUMO: 8.984 eV. The total energy is -958.49242 hartree. The HOMO energy is -8.95 eV. As for the SMILES: CC1=C2C(=O)C(O)=C(C)[C@@H]2[C@H]2OC(=O)[C@@H](C)[C@@H]2[C@@H](O)C1. The calculation puts the energy above the lowest of the compared OMol25 structures with the same formula, charge and spin at 266.07 kJ/mol. As for the max |F|: 6.5 eV/A.

The geometry in ORCA input format:
```
! wB97M-V def2-TZVPD RIJCOSX def2/J DEFGRID3
* xyz 0 1
O 0.460 -3.599 0.779
O 2.208 3.684 -1.991
O -0.055 -3.523 -2.026
O 1.021 2.643 3.213
O 1.505 1.753 -1.313
C 0.130 -2.523 0.311
C 1.925 2.929 -1.094
C 0.026 -2.479 -1.129
C -0.104 -0.791 2.194
C 0.050 -1.148 0.885
C -0.092 -1.125 -1.454
C 0.014 -1.904 3.294
C -0.043 -0.700 -2.847
C -0.309 0.672 2.595
C 0.861 4.599 0.528
C 0.824 2.022 0.863
C 0.872 1.604 2.290
C 1.620 3.216 0.352
C 0.052 -0.120 -0.255
C 1.213 0.902 -0.074
H -0.362 -4.322 -1.530
H 1.828 2.476 3.752
H -0.643 -2.695 3.108
H 1.061 -2.227 3.173
H -0.232 -1.437 4.277
H 0.270 -1.496 -3.462
H -0.843 -0.072 -3.149
H 0.808 -0.023 -2.965
H -1.093 1.034 2.063
H -0.481 0.647 3.671
H 0.727 4.789 1.696
H -0.139 4.459 0.031
H 1.471 5.408 0.169
H -0.208 2.344 0.875
H 1.875 1.095 2.348
H 2.647 3.209 0.822
H -0.837 0.484 -0.191
H 2.080 0.325 0.302
*
```

---

2.
Below is a molecular structure, C15H19AuN3O2Se2, with properties calculated with ωB97M-V/def2-TZVPD.

As for the gap between HOMO and LUMO: 6.472 eV. The total energy is -5836.07356 hartree. The HOMO energy is -11.38 eV. The calculation puts the energy above the lowest of the compared OMol25 structures with the same formula, charge and spin at 0.00 kJ/mol. As for the max |F|: 0.5 eV/A.

The geometry in ORCA input format:
```
! wB97M-V def2-TZVPD RIJCOSX def2/J DEFGRID3
* xyz 1 1
Au 0.207 0.114 -1.000
O -2.315 4.088 1.742
C -1.664 2.896 2.159
C -0.213 2.991 1.711
C 0.477 4.175 2.424
O 0.536 3.996 3.826
C 0.561 1.733 2.074
Se -0.110 0.036 1.410
C -0.099 3.271 0.211
Se -1.099 2.042 -0.924
H -3.224 4.084 2.054
H -2.137 2.015 1.716
H -1.692 2.782 3.248
H -0.039 5.098 2.160
H 1.508 4.248 2.070
H -0.219 4.430 4.235
H 0.537 1.594 3.159
H 1.606 1.830 1.782
H 0.941 3.273 -0.108
H -0.539 4.242 -0.017
N 0.362 -3.415 -1.494
C 1.572 -2.791 -1.272
C 2.687 -3.645 -1.171
C 3.934 -3.123 -0.966
C 4.084 -1.738 -0.862
C 2.961 -0.969 -0.957
N 1.713 -1.469 -1.154
C -0.945 -2.997 -1.748
C -1.910 -4.001 -1.895
C -3.207 -3.636 -2.166
C -3.525 -2.285 -2.282
C -2.514 -1.371 -2.114
N -1.240 -1.713 -1.855
H 0.450 -4.418 -1.502
H 2.543 -4.713 -1.264
H 4.790 -3.780 -0.890
H 5.048 -1.277 -0.707
H 3.020 0.107 -0.873
H -1.634 -5.043 -1.796
H -3.969 -4.394 -2.286
H -4.532 -1.955 -2.493
H -2.710 -0.308 -2.184
*
```

---

3.
Below is a molecular structure, C15H19BrCl3FeGeNO, with properties calculated with ωB97M-V/def2-TZVPD.

As for the gap between HOMO and LUMO (spin up / spin down): 7.555 / 8.475 eV. The total energy is -8008.04087 hartree. The HOMO energy (spin up / spin down) is -12.15 / -12.30 eV. As for the max |F|: 0.7 eV/A.

The geometry in ORCA input format:
```
! wB97M-V def2-TZVPD RIJCOSX def2/J DEFGRID3
* xyz 1 2
Fe 0.095 -1.550 1.350
C 1.711 -1.546 2.694
C 1.804 -2.687 1.851
C 0.654 -3.468 2.048
C -0.166 -2.820 3.027
C 0.490 -1.618 3.402
H 2.427 -0.745 2.771
H 2.596 -2.912 1.156
H 0.407 -4.380 1.527
H -1.075 -3.209 3.455
H 0.122 -0.905 4.121
C -2.719 2.142 -3.298
C -2.171 2.081 -1.900
C -2.051 3.207 -1.095
C -1.560 3.094 0.196
C -1.201 1.828 0.616
Br -0.549 1.577 2.388
N -1.285 0.739 -0.112
C -1.772 0.871 -1.348
H -2.986 3.161 -3.573
H -3.612 1.522 -3.388
H -1.990 1.776 -4.021
H -2.351 4.178 -1.471
H -1.466 3.947 0.852
H -1.862 -0.046 -1.923
Cl -0.926 -2.573 -0.681
Ge -2.219 -1.980 1.103
Cl -3.107 -3.833 1.732
Cl -3.958 -0.878 0.531
C 2.590 1.395 -0.860
C 2.555 0.296 -1.918
C 1.427 -0.599 -1.428
O 1.354 -0.390 0.010
C 2.345 0.592 0.399
H 1.780 2.112 -1.011
H 3.534 1.935 -0.828
H 3.503 -0.246 -1.921
H 2.370 0.663 -2.926
H 1.598 -1.657 -1.621
H 0.466 -0.313 -1.850
H 3.255 0.073 0.717
H 1.944 1.167 1.228
*
```

---

4.
Below is a molecular structure, C15H19Cl2MgN3O3, with properties calculated with ωB97M-V/def2-TZVPD.

As for the gap between HOMO and LUMO: 7.518 eV. The total energy is -2093.54683 hartree. The HOMO energy is -7.79 eV. The calculation puts the energy above the lowest of the compared OMol25 structures with the same formula, charge and spin at 6.73 kJ/mol. As for the max |F|: 0.4 eV/A.

The geometry in ORCA input format:
```
! wB97M-V def2-TZVPD RIJCOSX def2/J DEFGRID3
* xyz 0 1
Mg -0.843 -1.749 0.325
Cl -3.138 0.049 4.305
C -1.445 0.067 3.946
C -0.566 0.617 4.895
C 0.777 0.667 4.664
Cl 1.833 1.367 5.853
C 1.315 0.147 3.462
C 2.686 0.133 3.133
C 3.097 -0.419 1.951
C 2.139 -0.973 1.090
N 0.855 -0.969 1.364
C 0.418 -0.409 2.526
C -1.014 -0.439 2.730
O -1.774 -0.947 1.817
H -0.974 1.005 5.817
H 3.399 0.557 3.827
H 4.141 -0.445 1.674
H 2.435 -1.434 0.155
C -0.033 3.186 -1.441
C -0.688 1.942 -2.029
C -2.169 2.216 -2.303
C 0.024 1.530 -3.312
N -0.485 0.885 -1.017
N -1.089 -0.372 -1.304
H -0.112 4.023 -2.134
H 1.021 2.998 -1.235
H -0.520 3.478 -0.507
H -2.277 3.054 -2.993
H -2.697 2.471 -1.381
H -2.671 1.365 -2.769
H -0.036 2.331 -4.049
H -0.429 0.643 -3.761
H 1.075 1.318 -3.113
H -0.866 1.196 -0.129
H -0.523 -0.881 -1.983
H -2.026 -0.276 -1.693
C 0.464 -3.984 -3.004
O 0.056 -3.009 -2.044
C -0.494 -3.529 -0.832
O -0.581 -4.722 -0.726
H 0.870 -3.447 -3.859
H -0.378 -4.600 -3.322
H 1.226 -4.645 -2.591
*
```

---

5.
Below is 2 unconnected molecules or ions with the total composition C15H19F3NO5S2 at a distorted geometry, with properties calculated with ωB97M-V/def2-TZVPD.

As for the gap between HOMO and LUMO: 5.797 eV. The total energy is -2109.89600 hartree. The HOMO energy is -3.08 eV. The calculation puts the energy above the lowest of the compared OMol25 structures with the same formula, charge and spin at 16.89 kJ/mol. As for the max |F|: 3.7 eV/A.

The geometry in ORCA input format:
```
! wB97M-V def2-TZVPD RIJCOSX def2/J DEFGRID3
* xyz -1 1
C 3.097 4.363 0.817
C 2.855 3.252 -0.162
O 1.463 2.918 -0.125
C 1.120 2.024 -1.091
C -0.324 1.702 -0.960
C -1.003 2.152 0.261
C -1.010 1.325 -2.186
C -2.468 1.760 -2.302
O -0.455 0.705 -3.094
O 1.911 1.578 -1.901
H 4.161 4.588 0.790
H 2.554 5.272 0.536
H 2.862 4.078 1.848
H 3.124 3.576 -1.175
H 3.448 2.372 0.124
H -0.461 1.768 1.132
H -1.007 3.236 0.412
H -2.033 1.783 0.284
H -2.553 2.862 -2.254
H -2.867 1.400 -3.262
H -3.083 1.291 -1.518
C -0.233 -4.248 0.590
N -0.908 -3.402 -0.394
S 0.148 -2.326 -1.267
C 0.192 -3.150 -2.899
F -0.984 -3.686 -3.301
F 0.518 -2.124 -3.738
F 1.160 -4.096 -2.990
S -2.243 -2.494 0.276
C -1.303 -1.513 1.421
C -1.260 -1.730 2.797
C -0.156 -1.245 3.496
C 0.889 -0.584 2.831
C 0.777 -0.298 1.467
C -0.411 -0.634 0.829
O -2.824 -1.657 -0.753
O -3.026 -3.442 1.017
H 0.101 -5.155 0.069
H 0.658 -3.748 0.999
H -0.944 -4.524 1.378
H -2.028 -2.321 3.290
H -0.105 -1.399 4.574
H 1.768 -0.224 3.367
H 1.577 0.183 0.889
H -0.698 -0.182 -0.121
*
```

---

6.
Below is a molecular structure, C15H19F6OP2RuS3, with properties calculated with ωB97M-V/def2-TZVPD.

As for the gap between HOMO and LUMO (spin up / spin down): 7.020 / 6.574 eV. The total energy is -3229.66118 hartree. The HOMO energy (spin up / spin down) is -7.84 / -7.76 eV. The calculation puts the energy above the lowest of the compared OMol25 structures with the same formula, charge and spin at 94.51 kJ/mol. As for the max |F|: 0.9 eV/A.

The geometry in ORCA input format:
```
! wB97M-V def2-TZVPD RIJCOSX def2/J DEFGRID3
* xyz 0 2
Ru -0.091 -0.244 -0.176
S -4.163 0.526 1.510
C -2.827 0.217 0.638
S -2.082 -1.324 0.273
S -1.721 1.361 -0.080
C -0.991 -1.201 3.247
P 0.098 -0.282 2.136
C -0.056 1.416 2.779
C 1.777 -0.722 2.702
C 2.046 -1.095 4.020
C 3.350 -1.345 4.414
C 4.391 -1.221 3.500
C 4.124 -0.863 2.190
C 2.812 -0.619 1.785
P 2.308 -0.233 0.082
C 3.269 -1.402 -0.906
C 3.059 1.379 -0.252
H -0.845 -0.856 4.270
H -0.805 -2.273 3.179
H -2.023 -1.014 2.959
H 0.234 1.451 3.831
H -1.092 1.736 2.669
H 0.576 2.089 2.202
H 1.243 -1.194 4.738
H 3.557 -1.636 5.436
H 5.410 -1.417 3.809
H 4.943 -0.784 1.485
H 4.324 -1.329 -0.644
H 3.132 -1.169 -1.959
H 2.915 -2.416 -0.727
H 4.127 1.340 -0.032
H 2.588 2.143 0.364
H 2.906 1.622 -1.303
C -0.403 1.443 -3.463
C 0.305 0.104 -3.291
O 0.780 -0.109 -2.005
C -0.669 -1.028 -3.685
F -1.784 -0.950 -2.949
F -1.030 -0.941 -4.979
F -0.151 -2.248 -3.491
C 1.551 0.077 -4.204
F 2.462 0.961 -3.745
F 2.158 -1.118 -4.230
F 1.283 0.417 -5.469
H -1.216 1.499 -2.742
H -0.804 1.569 -4.467
H 0.304 2.246 -3.256
*
```